Run i
The following is a DFT calculation (the ωB97M-V functional and the def2-TZVPD basis) of C6H12N4 as an isolated structure.

Summary:
Lowest unoccupied orbital energy: 1.06 eV

```
! wB97M-V def2-TZVPD RIJCOSX def2/J DEFGRID3
* xyz 0 1
C 1.7368 -0.8364 -0.0404
C 1.7523 0.7113 0.0295
C 0.4933 -1.3088 0.6540
C 0.5767 1.3941 -0.7267
C -0.8230 -0.8910 0.0340
C -0.6377 1.0013 -0.0191
N -2.0672 -1.5883 0.2648
N -1.3148 -1.6090 -0.9914
N -1.9144 1.4842 -0.2643
N -1.3458 1.7268 1.0751
H 1.7177 -1.0836 -1.0480
H 2.5445 -1.3395 0.5427
H 1.8363 0.9208 1.0594
H 2.6791 1.0583 -0.3798
H 0.3494 -2.4350 0.6297
H 0.3541 -1.0086 1.7277
H 1.0064 2.4546 -0.8396
H 0.5312 1.1144 -1.8085
H -1.7402 -2.4540 0.6821
H -1.8585 -1.1245 -1.7005
H -2.0144 2.5041 -0.6952
H -1.8619 1.3088 1.8146
*
```

***

Run ii
The following is a DFT calculation (the ωB97M-V functional and the def2-TZVPD basis) of a 2-piece molecular cluster, C6H12N4 overall.

Summary:
Lowest unoccupied orbital energy: 0.97 eV
SMILES: Cc1nn[nH]n1.C=C(C)C

```
! wB97M-V def2-TZVPD RIJCOSX def2/J DEFGRID3
* xyz 0 1
C 0.4330 2.8853 -0.4656
C 0.9846 4.1897 -0.8845
C 0.6081 -2.0062 1.3427
C -0.0869 -1.9950 -1.1010
C -1.7111 -1.4716 0.6957
C -0.4751 -1.7774 0.3268
N 1.1510 1.7424 -0.4534
N -0.8091 2.6616 -0.0593
N -0.7951 1.3663 0.1865
N 0.3660 0.8136 -0.0457
H 0.6245 4.9729 -0.2243
H 2.0688 4.1377 -0.8603
H 0.6626 4.4164 -1.8997
H 0.3035 -2.7632 2.0629
H 1.5272 -2.3294 0.8631
H 0.8142 -1.0869 1.8857
H -0.8720 -1.6732 -1.7828
H 0.8259 -1.4473 -1.3246
H 0.1041 -3.0559 -1.2717
H -2.5072 -1.3440 -0.0200
H -1.9780 -1.3667 1.7353
H -1.5899 0.8260 0.5100
*
```

***

Energy ordering: run ii at the bottom, the next structure 0.1534 hartree above.